80
Properties=species:S:1:pos:R:3:forces:R:3 method="wB97M-V/def2-TZVPD" charge=0 smiles=OCCc1ccc2c(c1)Nc1ccccc1S2.ClC(Cl)Cl.ClC(Cl)Cl.ClC(Cl)Cl.ClC(Cl)Cl.ClC(Cl)Cl.ClC(Cl)Cl.ClC(Cl)Cl.ClC(Cl)Cl.ClC(Cl)Cl.ClC(Cl)Cl orbital_gap_ev=7.8177
O -0.0096 3.1204 0.4300 -0.67 0.34 1.19
C -1.1160 2.4315 1.1076 -0.98 0.23 -0.49
C -2.3034 2.0489 0.0532 1.81 -1.06 -0.35
C -1.8228 0.6573 -0.6694 0.29 -1.16 -1.71
C -1.9951 -0.7450 -0.0024 1.86 0.19 -4.11
C -1.4754 -1.9884 -0.8266 0.62 3.47 -1.55
C -0.8242 -1.7873 -2.2331 -0.31 2.73 0.83
C -0.6421 -0.3680 -2.9054 -2.15 0.02 3.83
C -1.1810 0.8605 -2.0961 -0.09 -3.95 1.39
N -0.0391 -0.1818 -4.2436 1.73 -1.03 2.36
C 1.2477 -0.9317 -4.3918 3.41 -1.24 -0.71
C 2.4869 -0.1527 -4.9750 0.42 -3.75 1.02
C 3.8432 -0.9155 -5.1442 -2.82 -2.08 1.42
C 3.9776 -2.4368 -4.7567 -3.07 2.07 0.27
C 2.7518 -3.2483 -4.1628 -1.66 4.68 -0.92
C 1.4001 -2.4523 -3.9892 1.96 2.35 -0.93
S -0.1562 -3.2094 -3.2635 0.81 1.71 0.35
H 0.2540 3.8653 1.0275 -0.34 -0.99 -0.85
H -0.7152 1.4469 1.4928 -0.75 1.48 0.03
H -1.5309 3.1279 1.9180 0.72 -1.32 -1.30
H -2.3623 2.8909 -0.7335 -0.02 -1.53 1.28
H -3.3009 1.8966 0.5824 1.45 0.23 -0.72
H -2.4711 -0.9055 1.0301 0.83 0.44 -1.85
H -1.5307 -3.0528 -0.4183 0.05 1.74 -0.63
H -1.1054 1.9062 -2.5483 -0.13 -1.63 0.85
H 0.2137 0.8249 -4.3147 -0.44 -0.98 -0.10
H 2.3785 0.9599 -5.2617 0.24 -2.07 0.52
H 4.8008 -0.4111 -5.5373 -1.92 -0.72 0.67
H 5.0121 -2.9196 -4.9036 -2.05 0.99 0.18
H 2.8189 -4.3814 -3.8416 -1.52 3.51 -0.88
Cl -5.7622 2.5525 1.4535 -0.05 0.36 0.26
C -5.7114 4.2498 0.9551 -0.12 0.09 -0.06
Cl -4.5553 4.4702 -0.3690 -0.13 0.10 0.25
Cl -7.3205 4.8069 0.4783 0.17 -0.08 0.20
H -5.3804 4.8461 1.8035 -0.04 -0.13 -0.19
Cl 3.5391 -0.2947 3.0363 -0.04 0.13 0.00
C 2.3137 0.8191 2.4099 -0.16 -0.05 -0.33
Cl 1.0772 -0.0573 1.5032 0.47 0.26 0.29
Cl 1.5748 1.7370 3.7291 0.10 -0.11 0.03
H 2.8011 1.5199 1.7343 -0.11 -0.13 0.14
Cl 3.0275 -5.1061 1.1153 0.12 0.22 -0.03
C 3.1165 -3.3996 0.6512 -0.20 0.07 0.06
Cl 4.2600 -3.1725 -0.6717 0.04 0.02 0.04
Cl 1.5209 -2.8038 0.1882 0.18 -0.47 -0.21
H 3.4666 -2.8289 1.5098 -0.09 -0.09 -0.16
Cl -5.0554 -1.1845 -2.9678 -0.02 -0.04 0.19
C -5.8527 -1.2840 -1.3919 0.12 0.00 -0.10
Cl -5.6513 0.2292 -0.4967 -0.05 -0.33 -0.21
Cl -7.5695 -1.6684 -1.5855 0.12 -0.01 0.06
H -5.3847 -2.0843 -0.8214 -0.08 0.17 -0.13
Cl 0.4940 7.5137 4.5011 0.10 -0.08 -0.13
C 1.2162 6.6786 3.1189 -0.07 0.14 0.08
Cl 1.5079 4.9758 3.5040 0.01 0.13 -0.12
Cl 0.1786 6.8224 1.6928 0.11 -0.06 0.08
H 2.1726 7.1481 2.8960 -0.20 -0.11 0.04
Cl 3.2802 -8.1956 1.6449 -0.13 -0.19 0.07
C 1.6896 -8.3554 2.4034 -0.01 -0.04 0.03
Cl 1.0275 -9.9728 2.1262 0.02 0.16 0.00
Cl 1.7898 -8.0130 4.1364 -0.03 0.02 -0.16
H 1.0190 -7.6282 1.9488 0.15 -0.14 0.09
Cl 5.5077 -0.7138 7.8095 0.11 -0.04 -0.13
C 6.3847 -0.8871 6.2828 -0.04 0.06 0.02
Cl 5.5855 -2.0702 5.2372 0.12 0.01 0.09
Cl 6.5216 0.6751 5.4634 0.03 -0.14 0.07
H 7.3878 -1.2474 6.5030 -0.22 0.07 -0.05
Cl -2.1205 4.0338 6.9056 0.11 -0.03 -0.13
C -1.3979 3.1837 5.5324 -0.01 -0.05 0.11
Cl -1.1176 1.4833 5.9278 -0.04 0.16 0.00
Cl -2.4290 3.3202 4.1005 -0.07 0.08 0.41
H -0.4382 3.6470 5.3091 -0.21 -0.06 0.02
Cl 4.5295 -4.9819 -3.8248 2.55 -2.76 0.52
C 5.1614 -6.6352 -3.7254 0.30 0.00 0.08
Cl 3.8513 -7.7812 -3.4072 0.11 0.13 0.02
Cl 6.0165 -7.0653 -5.2143 -0.02 0.03 0.13
H 5.8679 -6.6844 -2.8984 -0.15 -0.04 -0.17
Cl -6.4777 5.6493 -2.7718 -0.14 0.22 -0.24
C -7.6962 6.7646 -3.4049 0.04 -0.09 -0.04
Cl -8.9379 5.8836 -4.3066 0.11 0.10 0.04
Cl -8.4268 7.6984 -2.0909 0.07 -0.03 -0.10
H -7.2057 7.4577 -4.0858 -0.13 -0.14 0.15


61
Properties=species:S:1:pos:R:3:forces:R:3 method="wB97M-V/def2-TZVPD" spin_multiplicity=2 charge=0 s_squared=0.76 orbital_gap_ev="7.2911 / 7.2321"
Tc 0.2469 0.1447 0.1979 0.11 0.62 -0.73
C 0.4855 -3.0227 -1.8720 -0.01 0.03 -0.06
C -0.8109 -2.6623 -1.1652 0.01 0.09 -0.16
N -1.1413 -1.2154 -0.9249 -0.33 -0.64 0.44
C -1.0466 -0.3597 -2.1150 0.04 -0.04 -0.36
C -1.5473 -0.9335 -3.4286 0.14 0.14 -0.10
C -2.4776 -1.2161 -0.2906 -0.04 0.06 -0.12
C -2.7205 0.1148 0.3605 -0.04 0.07 0.11
N -1.4850 0.4555 1.0535 -0.25 -0.04 0.33
C -1.5143 1.4455 2.0381 -0.04 -0.14 -0.27
C -0.4728 1.4670 2.9658 0.02 0.03 0.09
F 0.4915 0.5398 2.8329 -0.01 0.00 0.01
C -0.4077 2.3837 3.9918 -0.03 -0.03 -0.03
F 0.6185 2.3290 4.8401 -0.01 0.02 0.03
C -1.3932 3.3416 4.1439 0.03 0.00 0.01
C -2.4223 3.3489 3.2276 -0.04 -0.02 -0.06
F -3.3865 4.2700 3.3119 0.01 0.01 0.02
C -2.4835 2.4370 2.1854 0.01 0.07 0.06
F -3.4826 2.5562 1.2928 -0.02 0.02 0.02
H 0.5807 -4.1085 -1.8343 0.00 0.00 0.01
H 1.3619 -2.6116 -1.3806 0.00 -0.02 0.02
H 0.5121 -2.7453 -2.9239 -0.01 0.00 -0.01
H -0.7986 -3.1171 -0.1790 -0.01 -0.02 0.00
H -1.6560 -3.0912 -1.7159 0.01 0.01 -0.01
H 1.0153 -0.7256 -2.2455 -0.04 -0.07 -0.15
H -1.6033 0.5604 -1.9321 0.01 -0.04 0.12
H -0.9756 -1.7897 -3.7714 -0.01 -0.03 -0.01
H -1.4687 -0.1497 -4.1825 -0.02 -0.01 0.00
H -2.5964 -1.2203 -3.3490 -0.01 0.02 0.04
H -2.4528 -1.9945 0.4714 -0.03 0.02 0.01
H -3.2651 -1.4684 -1.0083 0.04 -0.01 -0.03
H -3.5634 0.0380 1.0511 0.03 0.02 0.03
H -2.9841 0.8823 -0.3752 -0.02 -0.04 -0.02
H -1.3519 4.0644 4.9451 0.00 0.01 0.00
N -0.2191 2.4720 -0.4232 -0.15 0.04 -0.03
C 0.8977 3.2600 0.0937 -0.01 0.08 -0.04
C 2.1388 2.3923 0.0763 -0.08 -0.68 0.32
O 3.2438 2.7445 -0.1970 0.03 0.18 0.03
O 1.8614 1.1193 0.4773 0.37 0.29 -0.32
H -0.1525 2.4312 -1.4563 -0.01 0.05 0.01
H -1.1096 2.8969 -0.1882 0.02 -0.04 0.15
H 0.7043 3.5176 1.1388 0.02 0.05 -0.01
H 1.0945 4.1729 -0.4684 -0.01 -0.02 -0.01
F 3.0147 -4.8618 2.5207 -0.01 0.02 -0.02
C 2.4024 -3.7765 1.9982 0.06 -0.07 0.01
C 1.1052 -3.5043 2.3698 -0.09 0.06 -0.01
C 0.4835 -2.3845 1.8226 0.06 -0.06 0.06
C 1.1416 -1.5556 0.9145 0.09 -0.12 -0.19
C 2.4659 -1.8628 0.5798 0.04 -0.06 0.25
C 3.1000 -2.9745 1.1169 0.02 0.06 -0.02
H 0.5992 -4.1520 3.0733 0.00 0.01 0.02
H -0.5317 -2.1558 2.1317 -0.01 -0.01 0.00
H 3.0222 -1.2352 -0.1049 -0.01 0.02 -0.02
H 4.1221 -3.2185 0.8599 0.00 0.00 0.00
N 0.3634 0.0422 -2.0679 0.15 0.37 1.11
C 0.6914 1.3090 -2.6627 0.01 -0.25 -0.42
C 2.0056 1.4246 -2.9843 0.08 0.03 -0.05
C 2.9152 0.3270 -2.7745 -0.14 0.13 -0.08
N 3.4429 -0.6728 -2.5512 0.06 -0.04 0.01
C 2.4995 2.6567 -3.5337 0.05 -0.16 0.03
N 2.8932 3.6411 -3.9771 -0.02 0.04 -0.01


62
Properties=species:S:1:pos:R:3:forces:R:3 method="wB97M-V/def2-TZVPD" spin_multiplicity=2 charge=+2 s_squared=0.76 e_above_lowest_kj_mol=58.9 orbital_gap_ev="7.2945 / 6.5444"
Re 0.1041 -0.2444 -0.2892 -1.81 -1.51 -0.03
C -2.3679 1.9570 -2.9460 0.01 0.03 0.02
C -2.0024 1.5949 -1.6611 -0.22 -0.12 0.03
N -0.9597 0.7597 -1.7080 0.00 -0.24 -0.05
N -0.6288 0.5840 -3.0157 0.02 -0.15 0.05
C -1.4711 1.2966 -3.7690 0.09 -0.01 -0.03
B 0.6945 -0.1226 -3.4127 0.31 0.09 -0.15
N 0.7699 -1.5770 -2.8843 -0.50 0.18 0.13
C 1.0545 -2.7189 -3.5049 0.08 -0.10 0.05
C 1.1288 -3.7360 -2.5616 0.03 0.13 -0.11
C 0.8829 -3.1131 -1.3544 -0.07 0.13 0.17
N 0.6504 -1.8023 -1.5484 0.79 -0.27 -0.76
N 1.8066 0.6082 -2.6446 -0.37 -0.04 0.16
C 2.8425 1.3461 -3.0360 0.12 0.11 0.04
C 3.4334 1.9106 -1.9170 -0.03 -0.03 -0.12
C 2.6746 1.4595 -0.8538 -0.04 -0.19 0.04
N 1.6947 0.6551 -1.2940 0.80 0.47 -0.29
H -3.1639 2.6123 -3.2436 -0.05 0.06 -0.01
H -2.4279 1.8744 -0.7128 -0.05 0.03 0.05
H -1.3640 1.3053 -4.8395 -0.03 -0.01 -0.07
H 0.8526 -0.0842 -4.5895 -0.01 -0.03 -0.04
H 1.1999 -2.7387 -4.5700 0.00 0.00 -0.10
H 1.3416 -4.7728 -2.7371 0.03 -0.09 0.01
H 0.8332 -3.5363 -0.3663 0.01 -0.06 0.03
H 3.0889 1.4285 -4.0795 0.02 0.00 -0.08
H 4.2855 2.5618 -1.8869 0.07 0.05 0.01
H 2.7581 1.6854 0.1915 0.10 0.01 0.07
C -2.9896 -1.1928 2.8802 0.11 -0.08 0.05
C -2.2145 -1.1524 1.6130 -0.19 -0.11 -0.25
N -1.2438 -0.3447 1.3614 0.25 1.24 0.74
N -0.8759 0.5179 2.4085 0.01 -0.18 -0.28
C 0.0533 1.3242 2.0294 -0.12 0.24 -0.03
O 0.4800 1.3332 0.7508 -0.08 -0.16 0.42
C 0.6993 2.2930 2.9213 -0.11 -0.10 -0.04
C 0.5429 2.1808 4.3040 0.00 0.04 0.00
C 1.1635 3.0936 5.1366 0.01 0.01 -0.02
C 1.9320 4.1182 4.5972 0.01 0.01 -0.02
C 2.0871 4.2344 3.2218 -0.05 -0.08 0.01
C 1.4755 3.3206 2.3793 0.02 -0.01 0.11
C -2.5665 -2.0163 0.4769 0.18 0.22 0.46
C -3.6241 -2.9079 0.5007 0.00 0.08 -0.28
C -3.9406 -3.5761 -0.6747 -0.04 0.02 0.11
C -3.2005 -3.3117 -1.8112 0.10 0.04 -0.02
C -2.1235 -2.4402 -1.7304 0.02 -0.05 -0.02
N -1.7860 -1.8260 -0.5990 0.40 0.54 0.16
H -2.7281 -0.3699 3.5349 -0.01 -0.01 -0.03
H -2.7942 -2.1363 3.3951 0.00 -0.01 0.03
H -4.0553 -1.1645 2.6514 0.00 0.05 0.02
H -0.0588 1.3834 4.7156 -0.03 -0.04 0.00
H 1.0485 3.0105 6.2074 -0.01 0.00 0.04
H 2.4115 4.8314 5.2533 0.01 0.01 0.01
H 2.6763 5.0394 2.8080 0.03 0.03 -0.01
H 1.5802 3.4130 1.3083 -0.03 0.03 -0.05
H -4.2078 -3.0523 1.3971 0.02 0.01 0.03
H -4.7654 -4.2739 -0.7014 -0.02 -0.03 -0.01
H -3.4317 -3.7880 -2.7522 0.02 0.00 -0.04
H -1.5112 -2.2451 -2.5941 0.09 0.02 -0.13
Cl 4.3312 -0.7999 1.2333 -0.04 0.05 -0.04
C 2.8916 -0.5859 2.1702 -0.11 -0.15 0.08
Cl 1.4621 -1.5114 1.4632 0.16 -0.10 0.13
H 2.5765 0.4534 2.2279 0.07 -0.09 -0.03
H 2.9950 -1.0448 3.1508 0.02 0.11 -0.08


67
Properties=species:S:1:pos:R:3:forces:R:3 method="wB97M-V/def2-TZVPD" charge=-1 e_above_lowest_kj_mol=313.8 orbital_gap_ev=6.2414
B 0.8880 1.8857 1.4938 1.01 0.61 0.49
F -0.1120 2.3117 0.6788 -1.79 0.32 -1.86
F 1.1180 0.5257 1.3248 -0.12 -1.10 -0.26
F 2.0630 2.5787 1.1668 0.88 0.38 -0.50
F 0.5760 2.2087 2.7568 -0.56 -0.07 1.95
C 5.1190 -0.8073 -0.5072 -2.04 3.89 6.23
C 4.4830 0.2557 0.3568 1.57 -2.91 -2.69
C 4.7610 0.2727 1.8998 0.61 -2.14 -0.24
O 4.2690 1.0537 2.6598 -0.71 1.33 -0.16
C 5.6150 -0.8043 2.4488 3.17 -4.57 -5.47
C 6.2880 -1.8123 1.5248 -2.16 3.15 2.62
C 6.0020 -1.8093 0.0348 0.94 0.89 -0.30
O 6.7020 -2.5323 -0.6672 -0.36 -0.36 0.29
O 7.2210 -2.6873 1.9618 -3.48 4.79 4.89
O 3.6660 1.1917 -0.1722 1.12 -1.49 2.40
H 4.9400 -0.6903 -1.4932 -0.44 -0.15 -3.16
H 5.9820 -0.9243 3.4268 -0.18 0.58 1.32
H 7.6090 -3.2503 1.4098 1.91 -3.30 -4.65
H 3.1820 1.6067 0.6368 0.31 0.20 -1.32
C -5.9580 3.2717 0.3878 -2.64 -6.12 4.69
C -5.8440 1.9027 1.2608 -3.82 5.36 -1.34
C -4.6320 1.1387 1.3368 2.83 0.34 -2.03
O -4.4530 0.1507 2.0198 -0.92 -0.38 0.92
C -3.5110 1.6017 0.5178 -3.06 6.92 -3.89
C -3.5610 2.9257 -0.3352 4.17 -4.52 5.08
C -4.7420 3.7627 -0.2342 -3.16 0.87 -0.77
O -4.8920 4.8737 -0.7072 1.46 0.47 -0.46
O -2.3990 3.6257 -0.6282 -3.59 -0.34 -0.79
O -6.8590 1.4007 2.0748 1.31 0.89 -0.63
H -7.0490 3.8467 0.3158 3.50 -1.65 0.23
H -2.6750 1.0497 0.6278 2.95 -1.40 0.04
H -1.6200 3.1317 -0.4422 1.25 -1.12 0.64
H -6.4770 0.8327 2.8068 -0.06 0.58 -1.49
C -3.3890 -3.2233 2.4678 1.73 1.95 -6.85
C -3.5680 -3.2713 0.9578 -1.09 -1.86 8.25
C -2.6630 -2.5183 0.0888 -0.10 -0.87 -1.84
O -2.8490 -2.7253 -1.1242 0.55 0.51 0.74
C -1.6580 -1.6743 0.6588 -0.76 -0.69 6.15
C -1.5820 -1.5793 2.1748 1.18 3.05 -3.59
C -2.2940 -2.4663 3.0968 -0.60 -1.71 4.59
O -2.0110 -2.6173 4.3838 -1.09 0.99 -6.34
O -0.9590 -0.5023 2.7948 -2.54 -4.36 0.22
O -4.4920 -4.2223 0.4788 2.04 2.50 1.26
H -3.9270 -3.7473 3.1388 -2.04 -2.04 1.65
H -1.1210 -1.0483 0.0108 0.81 0.89 -0.48
H -0.5350 -0.1613 2.0548 2.23 2.27 -1.93
H -3.9920 -4.4853 -0.2822 -0.18 -0.60 -1.71
C 0.3240 3.8057 -2.5052 -9.36 -6.01 6.16
C 0.0810 2.5367 -3.2732 3.80 -2.23 2.59
O -0.5740 2.4157 -4.2342 -2.37 0.48 -2.55
C 0.9210 1.2917 -2.7872 4.51 10.38 -1.60
H -0.6350 4.3197 -2.5272 0.18 0.49 0.14
H 0.9580 4.2337 -2.9502 8.95 6.59 -6.58
H 0.6970 3.6897 -1.4842 -0.32 -0.42 -0.06
H 2.0550 1.3307 -2.9532 -1.28 1.01 1.32
H 0.8290 0.5317 -3.2632 -2.37 -8.86 -6.99
H 0.5790 1.0197 -1.9522 -1.71 -1.45 7.63
C 1.7860 -2.0173 -1.0402 0.85 1.79 -1.02
C 1.9450 -2.2683 -2.5562 5.21 -0.74 -2.08
O 3.0870 -2.3003 -3.1922 -4.54 0.57 3.27
C 0.7580 -2.6393 -3.3202 -1.96 -0.22 1.71
H 0.9350 -2.6443 -0.6942 0.56 0.86 0.12
H 1.6980 -0.8213 -0.8432 -0.11 -2.96 -0.27
H 2.7590 -2.3393 -0.6232 -0.66 0.25 0.17
H -0.1150 -2.7823 -2.6562 0.36 -0.46 -0.32
H 0.8200 -3.3603 -4.0852 0.70 -1.49 -0.37
H 0.4330 -1.8513 -3.9022 -0.48 2.45 -1.15